Model A:
{
  "formula": "C4H9N2S",
  "method": "the ωB97M-V functional and the def2-TZVPD basis",
  "species": ["C", "C", "C", "C", "N", "N", "S", "H", "H", "H", "H", "H", "H", "H", "H", "H"],
  "positions_angstrom": [[0.386, 1.330, -0.012], [-0.378, -1.006, -0.241], [-1.439, -0.111, -0.554], [2.256, -0.195, 0.608], [0.950, 0.172, 0.226], [-0.866, 1.213, -0.522], [-2.882, -0.150, 0.665], [0.843, 2.325, 0.159], [-0.429, -1.729, 0.533], [0.180, -1.468, -1.167], [-1.830, -0.345, -1.528], [2.756, -0.808, -0.088], [2.952, 0.715, 0.760], [2.487, -0.716, 1.482], [-1.603, 1.914, -0.377], [-3.383, -1.142, 0.055]],
  "mulliken_charge": [-0.01, -0.43, -0.11, -0.89, -0.08, -0.25, -0.15, 0.40, 0.39, 0.32, 0.32, 0.36, 0.29, 0.37, 0.31, 0.17],
  "gap_ev": 10.14,
  "smiles": "CN1C=[NH+][C@H](S)C1",
  "mol_weight_g_mol": 117.20,
  "charge": 1
}


Model B:
{
  "formula": "C4H9N2S",
  "method": "the ωB97M-V functional and the def2-TZVPD basis",
  "species": ["C", "C", "C", "C", "N", "N", "S", "H", "H", "H", "H", "H", "H", "H", "H", "H"],
  "positions_angstrom": [[1.456, -1.609, -0.133], [0.616, 0.370, 0.777], [-1.279, 2.394, -0.225], [-1.461, 1.046, 0.338], [1.214, -2.756, -0.751], [0.536, -0.973, 0.595], [1.750, 1.350, 1.317], [2.467, -1.223, -0.282], [-1.616, 3.063, 0.520], [-1.810, 2.369, -1.210], [-0.270, 2.643, -0.686], [-1.659, 0.234, -0.347], [-1.836, 0.975, 1.314], [1.952, -3.273, -1.277], [0.404, -3.376, -0.684], [-0.464, -1.234, 0.735]],
  "mulliken_charge": [0.26, -0.05, -0.92, -0.58, -0.33, -0.19, -0.13, 0.36, 0.29, 0.33, 0.30, 0.34, 0.45, 0.27, 0.25, 0.37],
  "gap_ev": 7.36,
  "mol_weight_g_mol": 117.20,
  "charge": 1
}


Which of them is least stable? Easy: model B.


Model A:
{
  "formula": "C22H39Cl3GaN3O3Si",
  "method": "the ωB97M-V functional and the def2-TZVPD basis",
  "species": ["C", "C", "H", "H", "H", "C", "C", "H", "H", "H", "H", "Ga", "Cl", "Cl", "H", "H", "C", "C", "N", "H", "C", "O", "H", "H", "H", "H", "H", "H", "C", "C", "N", "H", "C", "O", "H", "H", "H", "H", "O", "C", "C", "C", "H", "C", "H", "C", "H", "C", "C", "H", "H", "H", "Si", "Cl", "C", "C", "C", "H", "H", "H", "H", "H", "H", "H", "H", "H", "C", "C", "N", "H", "H", "H"],
  "positions_angstrom": [[-1.451, -1.919, -5.090], [-0.942, -2.267, -3.731], [-1.507, -2.805, -5.732], [-0.791, -1.192, -5.587], [-2.453, -1.474, -5.012], [-0.175, -3.339, -3.467], [0.142, -4.399, -4.458], [0.273, -3.456, -2.481], [0.806, -4.037, -5.257], [-0.764, -4.806, -4.927], [0.655, -5.231, -3.962], [-3.038, 1.624, 1.512], [-3.918, 2.239, 3.380], [1.111, 1.512, -1.078], [0.978, 3.846, 2.006], [-0.559, 6.155, 3.218], [0.539, 4.388, 1.152], [-0.840, 6.232, 2.155], [-0.783, 4.929, 1.484], [0.491, 3.711, 0.292], [-1.850, 4.157, 1.478], [-1.815, 2.970, 0.978], [-1.867, 6.608, 2.080], [-2.775, 4.543, 1.922], [1.183, 5.243, 0.924], [-0.144, 6.908, 1.649], [2.129, -1.005, -2.732], [2.730, -3.780, -2.198], [3.193, -1.047, -2.451], [3.608, -3.368, -1.677], [3.392, -1.968, -1.345], [3.514, -0.041, -2.168], [3.581, -1.522, -0.066], [3.388, -0.366, 0.311], [3.769, -3.924, -0.746], [3.919, -2.334, 0.614], [3.755, -1.411, -3.320], [4.487, -3.482, -2.330], [-0.140, -0.233, -2.819], [-1.181, -1.197, -2.677], [0.019, -2.013, -0.622], [-1.189, -1.754, -1.264], [0.931, -1.546, -1.009], [0.064, -2.946, 0.417], [-2.132, -0.698, -2.890], [-2.391, -2.172, -0.674], [1.036, -3.254, 0.818], [-1.123, -3.481, 0.912], [-2.351, -3.069, 0.396], [-3.331, -1.819, -1.118], [-1.089, -4.226, 1.711], [-3.290, -3.459, 0.806], [0.002, 1.379, -2.959], [-4.155, 0.884, -0.063], [1.396, 2.479, -3.752], [-1.489, 2.385, -2.371], [-0.637, 1.328, -4.863], [1.648, 3.315, -3.089], [1.094, 2.937, -4.705], [2.308, 1.900, -3.939], [0.103, 0.807, -5.485], [-0.776, 2.336, -5.280], [-1.601, 0.813, -4.961], [-2.154, 1.792, -1.729], [-2.079, 2.735, -3.233], [-1.188, 3.260, -1.777], [0.714, -0.580, 2.622], [-0.555, -0.067, 2.210], [-1.571, 0.424, 1.928], [0.956, -0.200, 3.628], [1.498, -0.276, 1.912], [0.684, -1.678, 2.671]],
  "mulliken_charge": [-1.56, 0.32, 0.46, 0.15, 0.33, 0.77, -1.99, 0.11, 0.32, 0.46, 0.42, 0.20, -0.33, -0.59, 0.27, 0.34, -0.65, -0.90, 0.21, 0.08, 0.12, -0.18, 0.34, 0.37, 0.32, 0.31, 0.16, 0.16, -0.91, -0.82, 0.29, 0.34, 0.04, -0.58, 0.32, 0.34, 0.36, 0.35, -0.55, -0.15, 0.98, 0.66, -0.65, -0.81, 0.74, -0.77, 0.56, -0.65, -0.82, 0.49, 0.35, 0.41, 1.56, -0.25, -1.34, -0.60, -1.97, 0.29, 0.34, 0.27, 0.25, 0.46, 0.42, -0.10, 0.29, 0.11, -0.86, 0.93, -0.11, 0.41, 0.07, 0.29],
  "gap_ev": 5.98,
  "mol_weight_g_mol": 597.74
}


Model B:
{
  "formula": "C22H39Cl3GaN3O3Si",
  "method": "the ωB97M-V functional and the def2-TZVPD basis",
  "species": ["C", "C", "H", "H", "H", "C", "C", "H", "H", "H", "H", "Ga", "Cl", "Cl", "H", "H", "C", "C", "N", "H", "C", "O", "H", "H", "H", "H", "H", "H", "C", "C", "N", "H", "C", "O", "H", "H", "H", "H", "O", "C", "C", "C", "H", "C", "H", "C", "H", "C", "C", "H", "H", "H", "Si", "Cl", "C", "C", "C", "H", "H", "H", "H", "H", "H", "H", "H", "H", "C", "C", "N", "H", "H", "H"],
  "positions_angstrom": [[2.391, 3.853, -1.233], [1.025, 3.619, -0.645], [2.470, 4.892, -1.589], [2.567, 3.177, -2.086], [3.212, 3.706, -0.508], [0.077, 4.580, -0.629], [0.052, 5.762, -1.565], [-0.698, 4.620, 0.152], [0.143, 5.418, -2.609], [0.826, 6.528, -1.378], [-0.912, 6.277, -1.472], [1.217, -1.641, 3.300], [0.848, -2.352, 5.284], [0.203, -1.601, -1.337], [-1.243, -5.224, 0.945], [0.013, -7.002, 2.534], [-0.245, -5.006, 0.527], [0.901, -6.704, 1.961], [0.784, -5.322, 1.533], [-0.176, -3.966, 0.188], [1.324, -4.381, 2.300], [0.979, -3.150, 2.129], [1.790, -6.781, 2.592], [2.052, -4.701, 3.067], [-0.083, -5.695, -0.314], [0.984, -7.355, 1.086], [-0.644, 1.195, -2.262], [-2.754, 3.188, -1.646], [-1.572, 1.039, -2.859], [-3.449, 2.379, -1.924], [-2.748, 1.102, -2.005], [-1.526, 0.060, -3.351], [-3.113, 0.051, -1.197], [-2.462, -0.976, -1.016], [-4.228, 2.296, -1.158], [-4.078, 0.224, -0.671], [-1.666, 1.828, -3.620], [-3.906, 2.636, -2.890], [0.732, 1.143, -0.854], [0.807, 2.175, -0.022], [-1.593, 2.113, 0.864], [-0.240, 2.248, 1.127], [-1.886, 1.686, -0.094], [-2.555, 2.519, 1.799], [1.773, 1.964, 0.466], [0.166, 2.574, 2.419], [-3.616, 2.513, 1.522], [-2.149, 2.914, 3.074], [-0.790, 2.904, 3.388], [1.230, 2.585, 2.642], [-2.897, 3.219, 3.819], [-0.446, 3.153, 4.390], [2.142, -1.736, -2.016], [2.890, -0.473, 2.868], [2.108, -2.539, -3.763], [3.006, -2.979, -0.866], [3.081, -0.123, -2.265], [1.878, -3.619, -3.748], [3.078, -2.427, -4.278], [1.347, -2.041, -4.383], [2.438, 0.616, -2.773], [3.965, -0.307, -2.900], [3.408, 0.286, -1.295], [3.102, -2.604, 0.161], [4.010, -3.229, -1.246], [2.411, -3.906, -0.827], [-3.112, -0.843, 2.485], [-1.670, -0.881, 2.597], [-0.510, -0.958, 2.700], [-3.559, -1.400, 3.338], [-3.404, -1.304, 1.523], [-3.499, 0.185, 2.516]],
  "mulliken_charge": [-1.38, 0.40, 0.41, 0.19, 0.27, 0.20, -1.69, 0.39, 0.32, 0.41, 0.39, 0.20, -0.32, 0.00, 0.33, 0.34, -0.82, -0.86, 0.25, 0.15, 0.17, -0.26, 0.32, 0.34, 0.36, 0.28, 0.09, 0.24, -0.68, -0.83, 0.12, 0.37, -0.08, -0.48, 0.31, 0.34, 0.32, 0.32, -0.78, -0.09, 1.49, -0.79, -0.26, -0.64, 0.24, -0.51, 0.37, -0.41, -0.76, 0.45, 0.34, 0.39, 0.37, -0.25, -1.12, -0.80, -0.78, 0.26, 0.32, 0.29, 0.10, 0.51, 0.22, 0.14, 0.39, 0.12, -0.97, 0.96, -0.06, 0.41, 0.21, 0.19],
  "gap_ev": 5.20,
  "mol_weight_g_mol": 597.74
}


Which of them is least stable? Easy: model B.


Model A:
{
  "formula": "C3H4N4S",
  "method": "the ωB97M-V functional and the def2-TZVPD basis",
  "species": ["C", "C", "C", "H", "H", "H", "H", "N", "N", "N", "N", "S"],
  "positions_angstrom": [[1.409, 1.157, 0.060], [1.194, -0.308, -0.074], [-2.179, -0.345, -0.130], [2.368, 1.441, -0.207], [0.603, 1.848, -0.502], [1.119, 1.204, 1.197], [-3.137, 0.029, -0.140], [-0.119, -0.613, -0.164], [-1.033, 0.375, -0.101], [-1.947, -1.605, 0.077], [-0.661, -1.741, 0.057], [2.382, -1.443, -0.074]],
  "mulliken_charge": [-0.91, 0.40, -0.07, 0.39, 0.28, 0.26, 0.47, 0.99, -0.69, -0.43, -0.48, -0.21],
  "gap_ev": 8.06,
  "smiles": "CC(=S)n1ncnn1",
  "mol_weight_g_mol": 128.16
}


Model B:
{
  "formula": "C3H4N4S",
  "method": "the ωB97M-V functional and the def2-TZVPD basis",
  "species": ["C", "C", "C", "H", "H", "H", "H", "N", "N", "N", "N", "S"],
  "positions_angstrom": [[0.586, 0.429, 0.003], [-1.662, 0.885, 0.005], [-1.975, -0.518, -0.004], [4.026, 0.593, 0.006], [-2.490, 1.589, -0.007], [-2.983, -0.919, 0.007], [0.947, -1.664, -0.003], [1.781, 0.874, -0.004], [-0.460, 1.360, -0.001], [-1.030, -1.408, 0.003], [0.230, -0.930, -0.005], [3.032, -0.291, 0.001]],
  "mulliken_charge": [0.62, 0.04, -0.12, 0.17, 0.38, 0.41, 0.23, -0.48, -0.46, -0.86, 0.29, -0.23],
  "gap_ev": 7.85,
  "smiles": "S/N=c1/nccn[nH]1",
  "mol_weight_g_mol": 128.16
}


Which of them is least stable? Easy: model A.


Model A:
{
  "formula": "C4H39N3O14",
  "method": "the ωB97M-V functional and the def2-TZVPD basis",
  "species": ["C", "N", "C", "N", "C", "N", "C", "O", "H", "H", "H", "H", "H", "H", "H", "H", "H", "H", "H", "H", "H", "H", "H", "O", "H", "H", "O", "H", "H", "O", "H", "H", "O", "H", "H", "O", "H", "H", "O", "H", "H", "O", "H", "H", "O", "H", "H", "O", "H", "H", "O", "H", "H", "O", "H", "H", "O", "H", "H", "O"],
  "positions_angstrom": [[-0.602, -0.633, -0.091], [-1.281, -0.826, -1.383], [-0.459, -1.158, -2.498], [0.093, -0.104, -3.307], [-1.173, 0.683, 0.577], [-0.090, 1.621, 0.913], [-0.608, 2.991, 0.870], [-0.649, 3.508, -0.455], [0.466, -0.451, -0.205], [-0.854, -1.484, 0.559], [-1.868, -0.018, -1.501], [0.321, -1.870, -2.176], [-1.228, -1.736, -3.185], [-0.486, 0.620, -3.690], [0.742, -0.446, -4.016], [-1.599, 0.377, 1.609], [-2.011, 1.158, 0.029], [0.829, 1.429, 0.345], [0.116, 3.632, 1.434], [-1.580, 3.002, 1.344], [0.077, 3.114, -0.976], [4.194, 1.895, -2.573], [3.790, 2.323, -1.113], [3.775, 2.578, -2.045], [1.453, -2.568, 1.287], [0.993, -2.684, 2.725], [1.360, -3.218, 2.005], [-2.056, -0.521, 3.224], [-0.991, 0.514, 2.793], [-1.315, 0.025, 3.560], [-2.977, -2.043, 1.350], [-4.143, -1.919, 2.409], [-3.212, -1.737, 2.273], [-2.014, -3.799, 0.177], [-2.166, -2.357, -0.567], [-2.578, -3.036, -0.028], [-3.823, 3.002, -1.321], [-2.220, 2.804, -1.073], [-3.018, 2.509, -1.549], [1.705, 0.476, 2.862], [1.992, 1.974, 2.510], [2.420, 1.128, 2.665], [3.281, 0.704, 1.053], [2.531, 0.728, -0.322], [3.400, 0.581, 0.096], [3.206, -1.569, -0.377], [3.858, -2.732, 0.098], [2.951, -2.483, -0.143], [1.483, -1.107, 4.533], [0.243, -0.806, 3.653], [1.213, -0.971, 3.615], [0.000, -5.477, 0.066], [0.081, -4.293, 1.016], [-0.534, -4.761, 0.424], [0.917, 1.191, -2.043], [2.128, 2.287, -1.564], [1.370, 1.703, -1.321], [-1.799, 3.108, -4.878], [-1.940, 2.773, -3.412], [-1.712, 2.370, -4.262]],
  "mulliken_charge": [0.47, -0.40, -1.04, -0.37, -0.46, 0.16, -0.65, -0.66, -0.11, 0.38, 0.20, 0.53, 0.32, 0.14, 0.20, -0.43, 0.34, -0.06, 0.31, 0.40, 0.46, 0.32, 0.36, -0.70, 0.37, 0.39, -0.81, 0.43, 0.56, -0.82, 0.41, 0.28, -0.65, 0.41, 0.44, -0.81, 0.26, 0.46, -0.68, 0.52, 0.32, -0.79, 0.48, 0.44, -0.82, 0.31, 0.27, -0.62, 0.29, 0.44, -0.79, 0.30, 0.41, -0.68, 0.35, 0.34, -0.70, 0.29, 0.31, -0.65],
  "gap_ev": 9.39,
  "mol_weight_g_mol": 353.36
}


Model B:
{
  "formula": "C4H39N3O14",
  "method": "the ωB97M-V functional and the def2-TZVPD basis",
  "species": ["C", "C", "C", "C", "N", "N", "N", "H", "H", "H", "H", "H", "H", "H", "H", "H", "H", "H", "H", "H", "O", "H", "H", "O", "H", "H", "O", "H", "H", "O", "H", "H", "O", "H", "H", "O", "H", "H", "O", "H", "H", "O", "H", "H", "O", "H", "H", "O", "H", "H", "O", "H", "H", "O", "H", "H", "O", "H", "H", "O"],
  "positions_angstrom": [[2.904, 0.876, 0.252], [1.328, 0.960, 0.260], [0.870, 0.093, 1.426], [0.232, 0.573, 2.493], [-0.123, -0.170, 3.622], [1.000, -1.302, 1.250], [3.382, 0.050, -0.854], [3.161, 0.509, 1.263], [3.275, 1.879, -0.001], [0.993, 2.020, 0.439], [0.895, 0.785, -0.718], [-0.107, 1.626, 2.521], [-1.035, 0.076, 3.980], [-0.048, -1.166, 3.487], [1.828, -1.724, 1.684], [1.104, -1.644, 0.309], [2.901, -0.841, -0.805], [4.389, -0.144, -0.812], [2.509, 2.145, 2.176], [2.155, 3.548, 2.202], [2.911, 2.981, 2.435], [3.054, -1.080, 3.456], [3.452, -2.406, 2.810], [3.563, -1.454, 2.726], [-1.045, -3.532, -0.064], [-2.013, -2.577, -0.630], [-1.076, -2.610, -0.393], [-2.224, 1.474, -3.983], [-3.159, 2.248, -2.976], [-2.481, 1.573, -3.062], [0.391, -3.825, 1.546], [1.269, -4.537, 0.533], [0.420, -4.624, 0.979], [-1.785, 2.837, 0.352], [-1.939, 3.614, -0.707], [-1.154, 3.384, -0.137], [-4.269, -0.536, -1.274], [-4.173, -1.081, 0.155], [-4.656, -0.442, -0.383], [-0.131, -1.326, -1.288], [0.373, -0.079, -2.048], [0.159, -1.003, -2.166], [-4.050, 2.613, 0.383], [-3.901, 1.710, -0.920], [-3.654, 2.532, -0.486], [-1.856, -1.526, 1.670], [-2.664, -0.603, 2.418], [-2.761, -1.485, 2.020], [2.768, -3.682, -1.937], [1.423, -3.209, -1.302], [2.370, -3.308, -1.148], [-2.033, -1.040, -4.041], [-1.338, -1.641, -2.896], [-2.073, -1.845, -3.511], [0.497, 4.343, 0.108], [-0.190, 4.693, 1.280], [0.688, 4.870, 0.918], [0.208, 1.288, -3.655], [-0.339, 0.091, -4.451], [-0.198, 1.053, -4.504]],
  "mulliken_charge": [-0.36, 1.01, 0.22, -0.16, -0.53, 0.68, -0.66, 0.27, 0.47, -0.63, -0.87, 0.27, 0.24, 0.31, 0.14, -0.58, 0.20, 0.26, 0.27, 0.39, -0.69, 0.35, 0.28, -0.67, 0.28, 0.20, -0.55, 0.30, 0.26, -0.51, 0.33, 0.33, -0.70, 0.32, 0.30, -0.66, 0.33, 0.33, -0.66, 0.35, 0.27, -0.62, 0.25, 0.34, -0.62, 0.31, 0.34, -0.63, 0.31, 0.28, -0.65, 0.28, 0.42, -0.72, 0.30, 0.36, -0.63, 0.33, 0.29, -0.66],
  "gap_ev": 8.05,
  "mol_weight_g_mol": 353.36
}


Which of them is least stable? Easy: model B.